1.
Below is C25H46Cl2CoN3O6Si as an isolated structure at a distorted geometry, with properties calculated with ωB97M-V/def2-TZVPD.

Each line ends with the Löwdin spin population.
Element x y z (Å)
C1 -1.304 -0.153 -3.720  0.000
C2 -0.859 -1.353 -2.968  0.002
H1 -0.953 -0.145 -4.757  0.000
H2 -0.911 0.739 -3.214  0.000
H3 -2.401 -0.055 -3.714  0.000
C3 -0.382 -2.461 -3.559  0.003
C4 -0.145 -2.651 -5.020  0.001
H4 -0.175 -3.343 -2.950  0.000
H5 -0.166 -1.725 -5.602  0.000
H6 -0.885 -3.332 -5.463  0.000
H7 0.838 -3.116 -5.176  0.000
Co1 -0.401 1.052 0.202  2.663
Cl1 1.226 2.155 -0.660  0.078
C5 0.543 -1.992 2.425  0.000
O1 1.511 -1.286 2.150  -0.001
N1 0.514 -3.020 3.308  0.000
C6 1.757 -3.481 3.898  0.000
C7 -0.690 -3.807 3.545  0.000
H8 -0.452 -1.829 1.975  0.000
H9 2.500 -2.683 3.792  0.000
H10 2.119 -4.392 3.398  0.000
H11 1.580 -3.721 4.952  0.000
H12 -1.568 -3.242 3.205  0.000
H13 -0.774 -4.023 4.618  0.000
H14 -0.659 -4.767 3.004  0.000
H15 1.105 2.281 5.358  0.000
H16 -0.629 4.136 5.248  0.000
C8 1.297 2.402 4.285  0.001
C9 -0.386 4.236 4.186  0.001
N2 0.110 2.970 3.663  0.000
H17 1.524 1.445 3.807  0.000
C10 -0.337 2.491 2.510  0.006
O2 0.286 1.550 1.920  0.050
H18 -1.277 4.533 3.631  0.000
H19 -1.252 2.943 2.077  0.001
H20 2.139 3.099 4.164  0.000
H21 0.378 5.018 4.075  0.000
H22 1.920 -0.107 -3.259  0.000
H23 2.360 -2.814 -2.591  0.000
C11 2.841 0.006 -2.665  0.001
C12 3.219 -2.348 -2.085  0.000
N3 2.889 -1.009 -1.632  0.000
H24 2.853 0.994 -2.194  0.001
C13 3.068 -0.675 -0.297  0.000
O3 3.318 0.438 0.156  0.001
H25 3.493 -2.960 -1.217  0.000
H26 2.966 -1.562 0.371  0.000
H27 3.693 -0.120 -3.349  0.000
H28 4.054 -2.316 -2.803  0.000
O4 -0.059 -0.299 -0.994  0.103
C14 -0.983 -1.210 -1.465  0.011
C15 0.426 -3.014 -0.430  0.000
C16 -0.840 -2.517 -0.698  0.001
H29 1.267 -2.356 -0.646  0.000
C17 0.601 -4.320 0.029  0.000
H30 -1.991 -0.813 -1.288  0.001
C18 -1.967 -3.259 -0.346  0.000
H31 1.623 -4.702 0.140  0.000
C19 -0.528 -5.104 0.270  0.000
C20 -1.814 -4.568 0.124  0.000
H32 -2.939 -2.794 -0.508  0.000
H33 -0.386 -6.148 0.549  0.000
H34 -2.701 -5.180 0.327  0.000
Si1 -0.465 4.680 -1.846  0.001
Cl2 -1.267 2.947 -2.764  -0.001
C21 1.405 4.825 -1.705  0.005
C22 -1.549 4.881 -0.319  0.000
C23 -0.763 6.182 -3.009  0.000
H35 1.896 3.848 -1.518  0.003
H36 1.647 5.461 -0.839  0.000
H37 1.888 5.264 -2.594  0.000
H38 0.007 6.287 -3.791  0.000
H39 -0.691 7.057 -2.345  0.000
H40 -1.749 6.194 -3.495  0.000
H41 -1.662 3.930 0.218  0.000
H42 -2.571 5.205 -0.580  0.000
H43 -1.148 5.620 0.387  0.000
C24 -4.108 0.303 1.839  0.002
C25 -2.621 0.193 1.643  0.008
O5 -1.858 -0.407 2.418  0.004
O6 -2.214 0.855 0.573  0.050
H44 -4.347 0.198 2.898  0.001
H45 -4.600 -0.508 1.287  0.000
H46 -4.436 1.269 1.447  0.000

Its HOMO energy (alpha / beta) is -3.953 / -4.646 eV. Its total charge is -1. The spin multiplicity is 4. As for the expectation value of S²: 3.76. The energy above the lowest of the compared OMol25 structures with the same formula, charge and spin comes out at 0.0 kJ/mol.



2.
Below is a single C5H7NO molecule at a distorted geometry, with properties calculated with ωB97M-V/def2-TZVPD.

Each line ends with the Löwdin charge.
Element x y z (Å)
C1 0.510 1.222 1.182  -0.089
C2 -0.185 0.964 -0.155  -0.165
C3 -0.397 -0.531 -0.384  -0.437
C4 0.745 -1.428 -0.593  -0.075
O1 0.058 -1.419 0.639  -0.007
C5 -1.685 -0.933 -0.947  -0.120
N1 -2.711 -1.259 -1.374  0.168
H1 -0.039 0.749 2.001  0.084
H2 0.567 2.299 1.366  0.078
H3 1.523 0.807 1.199  0.077
H4 -1.152 1.477 -0.182  0.115
H5 0.407 1.373 -0.984  0.121
H6 0.614 -2.323 -1.190  0.124
H7 1.744 -0.997 -0.577  0.125

Its HOMO energy is -11.142 eV. As for the SMILES: CC[C@@]1(C#N)CO1. The energy above the lowest of the compared OMol25 structures with the same formula, charge and spin comes out at 175.2 kJ/mol.



3.
Below is C3HLiO4Yb as an isolated structure at a distorted geometry, with properties calculated with ωB97M-V/def2-TZVPD.

Each line ends with the Löwdin spin population.
Element x y z (Å)
O1 -1.696 1.494 -0.705  0.013
C1 -0.707 0.744 -0.653  0.012
O2 -0.635 -0.494 -0.740  -0.001
Yb1 -4.031 1.759 -1.080  0.000
O3 0.351 1.283 0.108  0.130
C2 1.090 0.337 0.830  0.414
C3 0.751 -0.912 0.607  0.201
O4 1.002 -2.101 0.802  0.239
Li1 2.243 -3.391 0.879  0.000
H1 1.631 1.282 -0.048  -0.009

Its HOMO energy (alpha / beta) is -21.890 / -22.087 eV. Its total charge is +3. The spin multiplicity is 2. As for the expectation value of S²: 0.76.